Entry from the Open Molecules 2025 dataset: the ion C2H4NO3S2 with charge -1 at a distorted geometry (the ωB97M-V functional and the def2-TZVPD basis).

The highest occupied orbital energy comes out at -3.526 eV. The value obtained for the max |F| is 3.77 eV/Å. The gap between HOMO and LUMO is 0.254 hartree.

The geometry in ORCA input format:
```
! RIJCOSX wB97M-V def2-TZVPD def2/J DEFGRID3
* xyz -1 1
C -0.32 0.80 -0.34
C -0.26 0.18 0.99
N 0.73 0.75 -1.13
O 1.94 -1.31 0.07
O -1.38 1.29 -0.75
O -0.13 -2.33 -0.65
S -1.73 0.33 1.92
S 0.59 -1.84 0.52
H 0.75 0.24 1.48
H 1.42 -0.06 -0.89
H 0.56 0.96 -2.13
H -2.17 0.97 0.91
*
```


Entry from the Open Molecules 2025 dataset: a structure of composition C2H3CuLiO2 at a distorted geometry (the ωB97M-V functional and the def2-TZVPD basis).

The highest occupied orbital energy (spin up / spin down) comes out at -6.970 / -7.136 eV. The value obtained for the max |F| is 3.26 eV/Å. The gap between HOMO and LUMO (spin up / spin down) is 0.223 / 0.227 hartree.

The geometry in ORCA input format:
```
! RIJCOSX wB97M-V def2-TZVPD def2/J DEFGRID3
* xyz 0 2
O 0.52 0.97 -0.46
C 0.60 -0.20 -0.17
C -0.35 -0.90 0.81
O -1.29 -1.68 0.26
H -0.75 -0.06 1.43
H 0.38 -1.43 1.48
Li -1.88 -2.08 -1.30
Cu 1.26 3.23 -0.17
H 1.51 2.14 -1.88
*
```


Entry from the Open Molecules 2025 dataset: a cluster of 5 separate species, C28H63N2O2 in total at a distorted geometry (the ωB97M-V functional and the def2-TZVPD basis).

The highest occupied orbital energy comes out at -2.278 eV. The value obtained for the max |F| is 4.29 eV/Å. The gap between HOMO and LUMO is 0.165 hartree.

The geometry in ORCA input format:
```
! RIJCOSX wB97M-V def2-TZVPD def2/J DEFGRID3
* xyz -1 1
C 1.09 -1.66 -2.15
C 2.52 -2.38 -2.12
O 3.52 -1.74 -2.54
N 2.77 -3.73 -1.59
N 2.22 -4.73 -2.40
C 2.34 -3.82 -0.19
C 3.44 -4.02 0.98
O 1.13 -3.71 0.21
H 0.24 -2.32 -2.48
H 0.88 -1.32 -1.08
H 1.23 -0.73 -2.80
H 1.30 -5.05 -2.05
H 4.48 -4.18 0.56
H 3.07 -4.90 1.61
H 3.37 -3.07 1.60
C 1.83 -6.28 4.35
C 1.82 -7.35 3.27
C 0.72 -7.14 2.23
C -0.71 -7.20 2.78
C -1.07 -8.51 3.50
C -1.01 -9.73 2.58
H 0.90 -6.28 4.92
H 2.65 -6.46 5.05
H 1.97 -5.29 3.91
H 1.74 -8.34 3.73
H 2.79 -7.34 2.75
H 0.84 -7.89 1.43
H 0.86 -6.17 1.75
H -1.41 -7.05 1.95
H -0.87 -6.37 3.47
H -2.09 -8.42 3.89
H -0.42 -8.67 4.36
H -1.69 -9.61 1.74
H -1.30 -10.62 3.13
H -0.01 -9.89 2.19
C 4.86 1.50 -1.59
C 4.15 2.17 -2.76
C 4.62 1.67 -4.12
C 6.10 1.93 -4.43
C 6.52 3.40 -4.39
C 5.80 4.26 -5.42
H 5.93 1.70 -1.61
H 4.47 1.88 -0.64
H 4.71 0.42 -1.62
H 4.26 3.26 -2.69
H 3.07 1.98 -2.67
H 3.99 2.11 -4.90
H 4.44 0.59 -4.18
H 6.32 1.53 -5.43
H 6.72 1.36 -3.74
H 7.59 3.46 -4.57
H 6.36 3.81 -3.39
H 5.99 3.90 -6.43
H 6.15 5.29 -5.36
H 4.72 4.27 -5.25
C 1.31 0.38 1.99
C -0.20 0.21 1.87
C -0.81 1.05 0.75
C -0.65 2.57 0.92
C -1.23 3.14 2.21
C -2.74 2.95 2.33
H 1.59 1.40 2.24
H 1.70 -0.27 2.79
H 1.81 0.09 1.06
H -0.67 0.44 2.83
H -0.42 -0.84 1.67
H -1.87 0.81 0.66
H -0.35 0.76 -0.20
H -1.12 3.06 0.06
H 0.41 2.83 0.86
H -1.01 4.22 2.24
H -0.73 2.70 3.08
H -3.25 3.43 1.49
H -3.10 3.40 3.25
H -3.01 1.89 2.34
C -8.21 7.68 -0.50
C -8.01 6.24 -0.97
C -7.48 5.31 0.12
C -6.10 5.68 0.67
C -4.98 5.74 -0.38
C -4.73 4.41 -1.06
H -7.27 8.13 -0.18
H -8.61 8.29 -1.30
H -8.91 7.72 0.34
H -7.35 6.23 -1.84
H -8.98 5.85 -1.31
H -7.46 4.29 -0.26
H -8.19 5.31 0.96
H -5.82 4.95 1.44
H -6.15 6.65 1.18
H -4.06 6.06 0.12
H -5.21 6.50 -1.13
H -4.46 3.64 -0.33
H -3.92 4.50 -1.78
H -5.61 4.06 -1.61
*
```


Entry from the Open Molecules 2025 dataset: a structure of composition C31H43Br2MnNP2 at a distorted geometry (the ωB97M-V functional and the def2-TZVPD basis).

The highest occupied orbital energy (spin up / spin down) comes out at -14.255 / -14.198 eV. The value obtained for the max |F| is 1.11 eV/Å. The gap between HOMO and LUMO (spin up / spin down) is 0.276 / 0.307 hartree.

The geometry in ORCA input format:
```
! RIJCOSX wB97M-V def2-TZVPD def2/J DEFGRID3
* xyz 2 4
Mn -0.53 -0.38 -0.23
C -0.63 -1.49 4.76
C 0.01 -1.53 3.37
C 1.43 -0.98 3.41
P -0.97 -0.87 1.95
C -2.73 -0.96 2.50
C -3.67 -0.14 1.63
C -3.13 -2.44 2.51
C -0.57 1.03 1.80
C -0.50 1.59 3.08
C 0.03 2.84 3.34
C 0.55 3.59 2.31
C 0.45 3.11 1.01
C -0.12 1.88 0.73
N -0.32 1.53 -0.70
C 0.73 1.94 -1.63
C 0.68 3.21 -2.21
C 1.69 3.60 -3.06
C 2.75 2.75 -3.33
C 2.78 1.48 -2.77
C 1.75 1.05 -1.93
P 1.65 -0.64 -1.26
C 3.27 -0.89 -0.42
C 3.58 0.27 0.52
C 3.34 -2.27 0.22
C 1.62 -1.80 -2.70
C 0.65 -1.31 -3.77
C 2.99 -2.09 -3.33
H -0.02 -2.11 5.43
H -1.64 -1.89 4.79
H -0.63 -0.49 5.19
H 0.06 -2.58 3.07
H 1.46 0.02 3.84
H 1.88 -0.94 2.42
H 2.05 -1.62 4.04
H -2.76 -0.58 3.52
H -3.44 0.92 1.69
H -4.69 -0.29 1.97
H -3.63 -0.44 0.58
H -3.18 -2.83 1.49
H -4.12 -2.54 2.96
H -2.45 -3.07 3.08
H -0.87 1.01 3.91
H 0.05 3.21 4.36
H 1.00 4.56 2.49
H 0.80 3.73 0.19
H -0.15 3.87 -1.99
H 1.66 4.58 -3.51
H 3.55 3.06 -3.99
H 3.60 0.82 -3.01
H 4.01 -0.85 -1.23
H 2.78 0.47 1.24
H 3.75 1.20 -0.03
H 4.49 0.05 1.08
H 2.59 -2.40 1.00
H 4.32 -2.42 0.67
H 3.19 -3.07 -0.52
H 1.24 -2.73 -2.27
H 1.01 -0.39 -4.24
H -0.36 -1.14 -3.39
H 0.57 -2.06 -4.56
H 3.42 -1.19 -3.77
H 2.86 -2.81 -4.14
H 3.71 -2.52 -2.63
Br -2.30 -2.15 -1.50
C -1.67 -4.00 -1.32
Br -0.22 -4.20 -0.10
H -1.35 -4.31 -2.31
H -2.52 -4.57 -0.97
C -4.26 1.95 -2.15
C -3.27 1.36 -2.94
C -1.98 1.25 -2.46
C -1.67 1.74 -1.19
C -2.65 2.34 -0.40
C -3.94 2.45 -0.90
H -5.27 2.04 -2.53
H -3.52 0.99 -3.92
H -1.20 0.84 -3.09
H -2.40 2.75 0.57
H -4.70 2.93 -0.30
*
```


Entry from the Open Molecules 2025 dataset: a structure of composition C41H42ClHfN7O2PS3 at a distorted geometry (the ωB97M-V functional and the def2-TZVPD basis).

The highest occupied orbital energy comes out at -9.887 eV. The value obtained for the max |F| is 1.31 eV/Å. The gap between HOMO and LUMO is 0.247 hartree.

The geometry in ORCA input format:
```
! RIJCOSX wB97M-V def2-TZVPD def2/J DEFGRID3
* xyz 1 1
Hf 0.20 -0.43 -0.25
C 0.08 -2.46 5.05
S 1.35 -3.06 3.92
C 0.75 -2.63 2.33
S -0.69 -1.71 2.06
N 1.55 -3.05 1.40
N 1.11 -2.62 0.14
C 1.46 -3.44 -0.78
C 0.96 -3.23 -2.14
C 1.38 -4.06 -3.17
C 0.83 -3.88 -4.43
C -0.11 -2.88 -4.59
C -0.45 -2.08 -3.50
N 0.06 -2.25 -2.28
H -0.06 -3.22 5.82
H -0.86 -2.31 4.53
H 0.39 -1.53 5.51
H 2.04 -4.31 -0.52
H 2.12 -4.83 -2.98
H 1.13 -4.50 -5.26
H -0.57 -2.69 -5.54
H -1.14 -1.27 -3.62
N 3.17 1.14 3.25
C 4.23 0.27 3.62
C 4.91 0.44 4.81
C 5.92 -0.44 5.15
C 6.22 -1.52 4.31
C 5.50 -1.70 3.14
C 4.52 -0.78 2.78
S 3.73 -0.89 1.22
N 2.20 -0.16 1.53
C 2.14 0.73 2.45
C 0.81 1.33 2.73
C 0.52 2.00 3.91
C -0.77 2.45 4.13
C -1.72 2.22 3.15
C -1.34 1.55 2.00
N -0.11 1.10 1.79
H 3.00 1.92 3.85
H 4.66 1.27 5.46
H 6.47 -0.30 6.06
H 6.99 -2.22 4.58
H 5.72 -2.53 2.49
H 1.27 2.13 4.67
H -1.02 2.96 5.04
H -2.74 2.55 3.26
H -2.05 1.36 1.22
O -0.35 3.83 0.44
C -0.61 3.18 -0.54
N -0.48 1.78 -0.69
C -0.87 1.45 -1.91
O -0.77 0.23 -2.18
C -1.32 2.61 -2.71
C -1.76 2.75 -4.00
C -2.05 4.05 -4.43
C -1.88 5.14 -3.57
C -1.43 4.98 -2.26
C -1.15 3.69 -1.86
H -1.87 1.91 -4.67
H -2.39 4.22 -5.43
H -2.11 6.13 -3.94
H -1.29 5.82 -1.60
Cl 1.49 0.51 -4.45
C 1.95 1.70 -3.23
C 2.01 3.02 -3.64
C 2.40 4.00 -2.73
C 2.75 3.63 -1.44
C 2.68 2.30 -1.06
C 2.26 1.29 -1.94
C 2.11 -0.11 -1.45
H 1.76 3.28 -4.66
H 2.45 5.03 -3.04
H 3.07 4.37 -0.72
H 2.95 2.01 -0.05
H 2.99 -0.34 -0.85
H 2.12 -0.80 -2.30
C -4.51 0.61 0.76
C -3.81 -0.73 1.02
P -2.66 -1.20 -0.34
C -3.62 -0.78 -1.84
C -4.97 -1.48 -1.96
C -2.62 -3.05 -0.40
C -3.64 -3.80 0.44
H -4.90 1.03 1.68
H -5.35 0.50 0.08
H -3.86 1.36 0.30
H -4.56 -1.51 1.14
H -3.24 -0.70 1.95
H -2.98 -1.03 -2.69
H -3.73 0.31 -1.88
H -4.85 -2.56 -2.04
H -5.51 -1.15 -2.86
H -5.62 -1.28 -1.11
H -1.61 -3.35 -0.11
H -2.72 -3.30 -1.46
H -3.51 -3.59 1.50
H -3.50 -4.88 0.30
H -4.66 -3.56 0.17
*
```


Entry from the Open Molecules 2025 dataset: a structure of composition C32H44BrN3P2Pt at a distorted geometry (the ωB97M-V functional and the def2-TZVPD basis).

The highest occupied orbital energy (spin up / spin down) comes out at -13.400 / -13.799 eV. The value obtained for the max |F| is 2.52 eV/Å. The gap between HOMO and LUMO (spin up / spin down) is 0.263 / 0.188 hartree.

The geometry in ORCA input format:
```
! RIJCOSX wB97M-V def2-TZVPD def2/J DEFGRID3
* xyz 2 3
C 3.20 5.57 -1.15
C 2.04 5.12 -1.83
C 2.21 4.56 -3.11
C 3.48 4.54 -3.68
N 4.55 5.03 -3.05
C 4.44 5.51 -1.81
C 0.76 5.07 -1.19
C -0.26 4.67 -0.63
C -1.15 3.85 0.11
C -0.65 3.43 1.35
C -1.09 2.21 1.81
C -1.61 1.32 0.84
C -2.37 1.83 -0.23
C -2.27 3.20 -0.49
Pt -1.26 -0.67 1.05
P 0.82 -0.47 0.16
H 1.38 4.11 -3.66
H 3.16 5.92 -0.11
H 3.65 4.13 -4.68
H 5.36 5.85 -1.32
H -2.91 3.74 -1.18
H 0.07 4.05 1.89
H -2.96 1.16 -0.84
H -1.01 1.92 2.85
C 1.68 -2.10 0.28
C 2.93 -2.29 -0.60
H 0.91 -2.87 0.07
H 1.94 -2.21 1.34
H 3.29 -3.32 -0.46
H 2.72 -2.15 -1.67
H 3.74 -1.61 -0.30
C 1.01 0.19 -1.58
C 2.38 0.76 -1.96
H 0.23 0.97 -1.67
H 0.72 -0.63 -2.25
H 2.36 1.02 -3.03
H 2.62 1.67 -1.41
H 3.19 0.03 -1.81
C 1.81 0.72 1.17
C 3.32 0.48 1.18
H 1.40 0.61 2.19
H 1.55 1.74 0.82
H 3.78 1.24 1.82
H 3.58 -0.50 1.59
H 3.75 0.58 0.17
Br -3.32 -1.84 1.90
P -2.03 -2.09 -1.22
C -0.76 -2.74 -2.38
C -1.15 -3.97 -3.22
H 0.14 -2.96 -1.78
H -0.49 -1.92 -3.05
H -0.29 -4.25 -3.84
H -1.40 -4.83 -2.59
H -1.99 -3.75 -3.89
C -3.05 -3.58 -0.83
C -4.40 -3.68 -1.53
H -3.19 -3.55 0.27
H -2.45 -4.47 -1.04
H -5.00 -4.46 -1.03
H -4.97 -2.75 -1.50
H -4.29 -4.01 -2.57
C -2.93 -0.84 -2.23
C -3.30 -1.19 -3.67
H -2.28 0.05 -2.23
H -3.82 -0.58 -1.65
H -3.79 -0.31 -4.11
H -2.43 -1.41 -4.29
H -4.02 -2.02 -3.71
N -0.52 -2.99 4.34
C -0.48 -2.72 3.02
N -0.32 -1.41 2.84
C -0.15 -0.80 4.11
C -0.01 0.52 4.55
C -0.20 0.80 5.91
C -0.41 -0.23 6.84
C -0.45 -1.57 6.42
C -0.33 -1.81 5.07
H -0.73 -3.90 4.75
H -0.73 -3.44 2.25
H 0.28 1.30 3.84
H -0.16 1.83 6.24
H -0.50 0.02 7.90
H -0.57 -2.43 7.09
*
```


Entry from the Open Molecules 2025 dataset: a structure of composition C19H24ClIN3O4RuS6 (the ωB97M-V functional and the def2-TZVPD basis).

The highest occupied orbital energy (spin up / spin down) comes out at -7.580 / -7.523 eV. The value obtained for the max |F| is 0.63 eV/Å. The gap between HOMO and LUMO (spin up / spin down) is 0.271 / 0.253 hartree.

The geometry in ORCA input format:
```
! RIJCOSX wB97M-V def2-TZVPD def2/J DEFGRID3
* xyz 0 2
Ru 0.45 -0.65 0.35
C -2.16 1.34 2.13
C -3.23 1.06 1.09
S -2.70 -0.14 -0.16
C -3.16 0.65 -1.72
C -2.63 2.05 -1.99
S -0.82 2.12 -1.97
C -0.49 3.49 -0.84
C -1.03 3.38 0.58
S -0.55 1.89 1.50
H -1.92 0.44 2.70
H -2.53 2.08 2.85
H -3.52 1.97 0.58
H -4.12 0.68 1.59
H -4.25 0.65 -1.80
H -2.78 -0.04 -2.47
H -3.02 2.78 -1.28
H -2.98 2.36 -2.97
H -0.85 4.42 -1.28
H 0.60 3.54 -0.83
H -2.12 3.45 0.58
H -0.66 4.24 1.15
Cl -0.65 -3.01 6.80
C -0.05 -2.19 5.39
C 0.98 -1.29 5.52
C 1.49 -0.62 4.40
I 3.05 0.74 4.61
C 0.97 -0.83 3.13
O 1.40 -0.24 2.05
C -0.11 -1.75 3.02
N -0.61 -1.91 1.75
C -1.57 -2.78 1.55
C -2.13 -3.53 2.60
C -1.67 -3.36 3.88
C -0.62 -2.45 4.12
H 1.40 -1.11 6.50
H -1.90 -2.91 0.53
H -2.92 -4.23 2.37
H -2.09 -3.93 4.70
S 2.12 0.84 -0.50
C 2.70 0.53 -2.08
N 2.00 -0.09 -3.00
C 2.50 -0.41 -4.33
C 3.52 0.65 -4.75
C 4.58 0.77 -3.67
N 3.93 0.98 -2.38
H 1.07 -0.39 -2.73
H 1.65 -0.43 -5.01
H 2.95 -1.40 -4.33
H 3.01 1.61 -4.88
H 3.98 0.37 -5.70
H 5.24 1.62 -3.86
H 5.19 -0.13 -3.64
H 4.44 1.39 -1.62
O -0.21 -1.01 -1.61
S 0.01 -2.52 -1.79
O -1.19 -3.23 -1.42
O 0.54 -2.81 -3.09
S 1.47 -2.65 -0.32
*
```


Entry from the Open Molecules 2025 dataset: an isolated molecule of C3H4N2OS at a distorted geometry (the ωB97M-V functional and the def2-TZVPD basis).

The highest occupied orbital energy comes out at -7.501 eV. The value obtained for the max |F| is 2.63 eV/Å. The gap between HOMO and LUMO is 0.289 hartree.

The geometry in ORCA input format:
```
! RIJCOSX wB97M-V def2-TZVPD def2/J DEFGRID3
* xyz 0 1
C -0.46 -0.38 1.37
C 0.29 -1.40 0.92
C 0.25 0.21 -0.70
H -1.01 -0.77 3.10
H 0.51 -2.40 1.33
H 1.22 -1.57 -1.01
H -0.93 1.47 0.50
N 0.74 -1.03 -0.32
N -0.50 0.57 0.38
O -1.24 -0.12 2.44
S 0.50 1.05 -2.08
*
```


Entry from the Open Molecules 2025 dataset: a cluster of 3 separate species, C2H12NO2S in total at a distorted geometry (the ωB97M-V functional and the def2-TZVPD basis).

The highest occupied orbital energy comes out at -12.392 eV. The value obtained for the max |F| is 6.04 eV/Å. The gap between HOMO and LUMO is 0.336 hartree.

The geometry in ORCA input format:
```
! RIJCOSX wB97M-V def2-TZVPD def2/J DEFGRID3
* xyz 1 1
C -0.32 1.08 0.91
C -1.25 -0.18 1.00
S -1.03 -1.22 2.39
N 0.77 0.58 -0.04
H -0.75 1.88 0.38
H 0.08 1.22 1.85
H -2.21 0.39 1.34
H -1.03 -0.74 0.19
H -1.39 -2.48 1.96
H 1.55 1.30 -0.25
H 0.97 -0.38 0.11
H 0.35 0.69 -1.11
H 2.04 -2.43 -0.97
H 1.90 -2.90 0.48
O 1.50 -2.31 -0.13
H -0.95 2.35 -2.51
H 0.05 1.45 -3.25
O -0.27 1.68 -2.35
*
```


max |F| of number 5 (C41H42ClHfN7O2PS3)?
1.31 eV/Å